Molecular formula: C6H14O3P2
Method: DFT, ωB97M-V/def2-TZVPD

Last column: Löwdin charge in e.
Positions of all 25 atoms, in Å:
H  -3.13381  0.82590  -0.12268  0.025
C  0.34275  -1.00928  -2.50283  -0.354
P  0.06978  0.06656  -1.01617  0.770
H  -0.38712  -0.81957  -3.29160  0.010
H  -0.07679  -2.17714  1.87179  0.106
C  -0.88839  2.88881  -1.81503  -0.358
H  -1.85608  -0.92284  0.14266  0.043
C  -0.30364  -1.14025  1.62714  -0.225
C  -0.78218  -1.11300  0.14888  -0.395
H  -1.13225  -0.85083  2.27322  0.102
H  1.33893  -0.80616  -2.89364  0.017
H  -0.45839  3.02681  -2.80898  0.029
H  3.13203  0.27081  2.99846  0.109
H  -1.65599  3.64764  -1.65924  0.031
O  3.13390  -0.69235  2.94313  0.088
P  -1.69242  1.24301  -1.73964  0.664
H  -0.66657  -2.10629  -0.28343  0.065
O  -2.51752  1.53850  -0.31654  -0.400
H  0.30398  -2.06001  -2.21862  0.026
H  1.08888  0.50260  1.28225  0.066
H  0.77048  0.18327  2.98213  0.117
O  2.38144  -2.08913  1.39237  0.123
H  -0.11214  3.00071  -1.05955  0.017
C  2.18511  -1.11294  2.05278  -0.522
C  0.91601  -0.29484  2.01314  -0.155

Molar mass ... 196.1 g mol⁻¹
Highest occupied orbital energy ... -7.96 eV
DFT total energy ... -31169.4192 eV
SMILES string ... CP(O)#P(C)CCCC(=O)O
Gap between HOMO and LUMO ... 0.31608 Ha
Energy above the lowest of the compared OMol25 structures with the same formula, charge and spin ... 91.76 kJ/mol

***

Molecular formula: C2HN3O3
Method: DFT, ωB97M-V/def2-TZVPD

Last column: Löwdin charge in e.
Positions of all 9 atoms, in Å:
O  0.17579  -2.21767  -0.14823  0.190
C  0.63203  1.52106  -0.07444  -0.364
O  1.98397  -1.06411  0.30890  0.216
C  -1.39396  0.17358  0.00113  -0.338
O  -2.28148  0.88302  0.32503  0.117
N  -0.10792  0.55173  -0.31668  0.128
H  -1.33040  -0.85550  -0.01862  0.074
N  0.89043  -1.33394  0.06862  -0.226
N  1.43154  2.34182  -0.14572  0.202

Molar mass ... 115.0 g mol⁻¹
Highest occupied orbital energy (alpha / beta) ... -10.70 / -10.40 eV
DFT total energy ... -12696.1988 eV
Gap between HOMO and LUMO (alpha / beta) ... 0.30627 / 0.27108 Ha
Energy above the lowest of the compared OMol25 structures with the same formula, charge and spin ... 764.40 kJ/mol

***

Molecular formula: C8H8ClN3O2
Method: DFT, ωB97M-V/def2-TZVPD

Last column: Löwdin charge in e.
Positions of all 22 atoms, in Å:
O  -0.34200  -2.21928  0.94274  0.173
C  -2.69223  0.66888  -2.08789  -0.179
C  -1.37057  -1.51241  1.16172  -0.577
C  2.69614  0.62018  1.43544  -0.157
H  3.48819  0.01772  -0.48524  0.091
H  0.27407  -1.74756  0.33829  0.135
H  -2.54972  1.28010  1.00338  0.144
O  -2.24650  -1.62886  1.93138  0.166
C  -1.64496  -0.49951  0.07082  -0.215
C  -2.54395  0.57371  0.11415  -0.092
N  -1.29031  -0.95405  -1.12956  0.120
H  -3.23476  1.14798  -2.89333  0.116
N  -3.04699  1.16508  -0.95266  0.091
H  2.99100  0.77671  2.40110  0.071
Cl  -0.96533  -0.66910  -3.68173  0.699
H  4.70772  0.39323  0.82035  0.063
C  1.54287  0.98342  0.93860  -0.153
H  0.06486  1.95017  0.10949  0.077
C  -1.67575  -0.25518  -2.17701  -0.728
N  0.38568  1.11010  0.53264  0.169
H  3.69381  -1.11661  1.00533  0.081
C  3.75873  -0.08472  0.60200  -0.094

Molar mass ... 213.6 g mol⁻¹
Highest occupied orbital energy ... -9.00 eV
DFT total energy ... -29510.7252 eV
SMILES string ... O=C(O)c1cncc(Cl)n1.CC=C=N
Gap between HOMO and LUMO ... 0.33811 Ha
Energy above the lowest of the compared OMol25 structures with the same formula, charge and spin ... 113.16 kJ/mol

***

Molecular formula: H10O4S2
Method: DFT, ωB97M-V/def2-TZVPD

Last column: Löwdin charge in e.
Positions of all 16 atoms, in Å:
H  -2.61137  1.96091  -0.18915  -0.149
H  0.75490  0.54682  -2.23446  -0.059
S  2.44054  0.28526  -0.48851  0.828
H  3.73093  -1.67461  -0.20650  -0.069
H  2.78840  -2.80359  0.31045  0.063
H  3.08225  1.39780  -0.89508  -0.148
H  -4.70679  -1.68179  1.33044  0.057
S  -1.91008  0.81871  -0.03233  0.775
H  0.99816  1.99988  1.61074  0.006
H  -0.75747  0.49507  -2.04894  -0.086
O  -0.07206  0.35637  -2.69421  -0.010
H  -0.48052  1.98628  1.47248  -0.079
H  -3.26343  -1.29625  0.85486  -0.060
O  -3.91734  -1.99510  0.87799  -0.017
O  3.72274  -2.55687  0.20007  -0.003
O  0.20113  2.16113  2.13215  -0.047

Molar mass ... 138.2 g mol⁻¹
Highest occupied orbital energy (alpha / beta) ... -14.27 / -15.09 eV
Total charge ... +1
DFT total energy ... -30007.9637 eV
2S+1 ... 2
Gap between HOMO and LUMO (alpha / beta) ... 0.10372 / 0.21882 Ha
Energy above the lowest of the compared OMol25 structures with the same formula, charge and spin ... 509.95 kJ/mol

***

Molecular formula: C40H26CoN7O5S3
Method: DFT, ωB97M-V/def2-TZVPD

Last column: Löwdin charge in e.
Positions of all 82 atoms, in Å:
C  -2.06153  2.44517  -5.46906  -0.078
C  -0.73550  1.41813  1.54169  -0.098
H  1.49009  -3.42314  -0.55565  0.072
C  1.13723  2.03626  4.49254  -0.283
C  -2.21603  1.01939  -0.73525  -0.126
H  0.01879  4.22284  5.46952  0.112
C  0.13529  1.47488  2.68956  -0.165
H  -2.72969  2.65798  -6.29333  0.102
O  0.65890  -0.74314  -2.76549  -0.527
H  -2.40013  4.32786  -4.50305  0.098
H  -1.87544  3.18806  1.85179  0.108
C  -4.28540  -6.12422  -0.97977  -0.194
C  -1.88063  3.37903  -4.45851  -0.085
C  0.42412  -0.69653  0.94595  -0.152
C  -1.70936  2.33197  1.21008  -0.023
N  -1.28257  0.12022  -0.44334  0.032
H  3.78062  2.65805  8.25928  0.099
H  4.95189  0.55750  -4.48884  0.102
C  -1.41949  1.21764  -5.40243  -0.082
C  3.57327  4.49016  9.95707  -0.095
C  2.95434  3.01764  7.66386  -0.024
C  1.08995  0.50923  2.90140  -0.124
C  2.30299  -1.57828  2.18195  -0.049
C  -1.06268  3.08778  -3.37423  -0.076
H  -4.56821  -4.70245  0.57154  0.112
H  3.16792  1.44372  6.25242  0.104
C  2.87693  0.04226  -4.35739  -0.062
C  1.46579  -2.63312  0.18399  -0.151
C  1.72208  -0.20552  -5.07921  -0.354
C  -0.58367  0.95697  -4.33133  -0.362
C  -2.46810  2.13379  0.04940  -0.071
H  2.46281  0.37350  4.51913  0.141
C  2.24572  4.15509  8.02331  -0.286
C  1.71456  -0.16334  -6.46577  -0.084
C  4.04461  0.42540  -6.42772  -0.094
H  -3.24483  2.82541  -0.24279  0.093
H  -1.60281  0.45921  -6.15312  0.112
H  4.95573  0.67390  -6.95667  0.098
O  -2.04537  -1.16617  -2.85810  -0.233
C  2.88097  0.16116  -7.13978  -0.087
C  -0.53455  0.29149  0.69350  -0.150
N  -4.03584  -8.61165  -3.47775  0.156
N  1.72942  0.88133  4.06151  0.175
H  0.80623  -0.38224  -7.01431  0.107
H  3.14942  -3.36603  1.25852  0.085
N  -6.30863  -7.55759  -0.24842  0.152
O  2.51038  4.90886  9.12799  -0.086
H  2.88458  0.20029  -8.22152  0.101
H  0.64496  5.47861  7.52613  0.118
C  4.04233  0.36103  -5.04218  -0.078
S  -2.57431  -2.78434  0.29408  0.854
H  -1.79967  -6.02349  -3.29730  0.111
C  -3.79140  -7.67470  -2.85805  -0.180
H  -0.94726  3.80494  -2.57144  0.105
C  1.18516  4.58998  7.22795  0.002
C  -2.04040  -4.55692  -1.74001  -0.640
C  -3.96434  -4.99487  -0.27630  -0.059
C  -2.40101  -5.73366  -2.44663  -0.066
N  0.48065  -1.73910  0.03967  -0.015
H  3.00518  -1.54475  3.00696  0.093
C  1.32282  -0.62507  2.04652  -0.105
S  -0.63407  -3.73696  -2.22261  0.800
Co  -0.93515  -1.63505  -1.29980  0.172
H  4.52473  4.49319  9.41751  0.093
N  0.17661  2.42261  3.68850  0.185
C  0.84022  3.89454  6.09122  -0.016
O  -4.04682  -1.68227  -2.17216  0.001
O  -3.72142  -0.98220  -4.19242  0.023
C  1.54209  2.74590  5.71270  -0.153
H  3.62140  5.20597  10.77341  0.090
H  -2.77330  0.84116  -1.64575  0.112
C  -0.40757  1.86789  -3.30400  -0.070
C  2.38659  -2.60305  1.20690  -0.090
H  0.20337  1.59619  -2.45249  0.113
N  -3.31798  -1.28530  -3.07348  -0.529
H  2.84423  -0.02550  -3.27789  0.109
C  -5.41075  -6.92191  -0.58299  -0.186
C  -3.48075  -6.49709  -2.09406  -0.189
S  0.21800  -0.64156  -4.19639  1.041
H  3.39204  3.49085  10.36308  0.094
C  2.59457  2.32565  6.51116  -0.028
C  -2.86287  -4.16948  -0.62306  -0.673

Molar mass ... 839.8 g mol⁻¹
Highest occupied orbital energy (alpha / beta) ... -2.66 / -5.43 eV
Total charge ... -1
DFT total energy ... -132702.8984 eV
2S+1 ... 4
Gap between HOMO and LUMO (alpha / beta) ... 0.16552 / 0.21388 Ha

***

Molecular formula: C4H10OS
Method: DFT, ωB97M-V/def2-TZVPD

Last column: Löwdin charge in e.
Positions of all 16 atoms, in Å:
C  0.67575  -1.95114  1.43331  -0.445
H  -1.00399  0.40703  0.90444  0.012
H  0.01058  1.58969  -2.89293  0.061
H  -2.63016  -0.21826  1.28090  0.024
H  0.93139  2.07947  0.00276  0.109
H  1.60117  0.15892  -1.87030  0.103
C  0.03081  2.09386  -1.93085  0.007
H  -0.37501  3.09445  -1.86890  0.053
H  0.97724  -2.91001  1.86699  0.023
O  1.33399  0.34496  -0.95704  -0.036
C  0.74483  1.59129  -0.93969  -0.289
S  -0.99102  -1.69450  2.08328  0.712
H  0.64441  -2.01946  0.35503  0.018
C  -1.64479  -0.47063  0.89303  -0.415
H  -1.68271  -0.92603  -0.08624  0.030
H  1.37752  -1.16964  1.72620  0.032

Molar mass ... 106.2 g mol⁻¹
Highest occupied orbital energy ... -8.25 eV
DFT total energy ... -17191.7290 eV
SMILES string ... C=CO.CSC
Gap between HOMO and LUMO ... 0.33221 Ha
Energy above the lowest of the compared OMol25 structures with the same formula, charge and spin ... 105.78 kJ/mol